No. 1
Below is C16H44FLi3N4O4 as an isolated structure in a non-equilibrium geometry, with properties calculated with ωB97M-V/def2-TZVPD.

- charge = +2
- LUMO level (eV) = -9.38

Structure (XYZ):
```
72
Properties=species:S:1:pos:R:3:forces:R:3
Li 3.056 0.851 2.132 -1.279 -0.928 0.036
Li 2.432 2.635 -0.050 -1.522 -0.252 -0.805
Li 4.902 0.853 -0.374 -0.310 -0.752 -0.564
F 2.427 0.625 0.260 2.235 2.094 1.084
C -0.431 4.267 -0.165 -0.729 0.252 -0.236
C 0.113 4.082 -1.579 -0.431 -1.266 1.043
C 0.918 5.248 -2.072 0.248 -0.258 -2.553
O 0.072 6.293 -2.447 -0.550 0.418 0.463
C 0.749 7.385 -3.092 0.250 -0.888 0.355
N 1.004 2.900 -1.516 1.654 -0.897 -0.050
H -1.044 3.414 0.138 0.396 -0.259 0.091
H -1.137 5.093 -0.071 0.297 0.268 -0.238
H 0.394 4.456 0.531 -0.045 -0.089 0.122
H -0.675 3.738 -2.252 -0.240 0.987 -0.161
H 1.405 4.950 -3.018 0.077 -0.436 -0.015
H 1.816 5.426 -1.458 -0.481 0.722 0.734
H 1.296 7.022 -3.970 0.475 -0.156 0.324
H 1.368 7.772 -2.284 0.418 0.724 -0.633
H 0.078 8.115 -3.535 -0.494 -0.061 0.716
H 1.349 2.690 -2.456 0.129 0.488 -0.006
H 0.506 2.006 -1.392 -0.576 0.294 0.236
C 3.092 -4.467 1.063 0.125 0.300 -0.481
C 3.012 -3.117 0.344 0.284 0.021 0.838
C 2.126 -3.180 -0.908 0.148 -0.667 0.790
O 2.919 -3.337 -2.050 -0.147 0.056 -0.202
C 2.206 -3.941 -3.135 0.738 0.621 -0.401
N 2.571 -2.094 1.343 0.587 0.595 0.048
H 3.885 -4.453 1.811 -0.029 -0.043 0.039
H 3.372 -5.179 0.283 -0.129 -0.340 0.299
H 2.157 -4.725 1.557 -0.070 -0.098 -0.181
H 4.072 -2.906 0.156 -0.228 0.110 -1.067
H 1.436 -2.333 -0.986 0.069 0.185 -0.053
H 1.517 -4.078 -0.747 -0.285 0.089 -0.274
H 1.353 -3.341 -3.460 -0.330 -0.103 0.410
H 1.948 -4.974 -2.912 -0.195 -0.016 0.053
H 2.887 -3.899 -3.984 0.116 -0.310 0.070
H 2.268 -1.223 0.912 -0.262 -0.456 -0.501
H 3.473 -1.834 1.750 -0.273 -0.133 0.701
C -2.544 0.369 -1.515 0.313 -0.094 0.291
C -1.283 -0.198 -0.822 -0.834 -0.151 -1.816
C -1.499 -1.691 -0.538 -0.894 -0.203 0.287
O -1.545 -2.457 -1.737 0.229 0.970 0.328
C -1.736 -3.851 -1.512 0.846 0.238 -1.745
N -0.122 -0.004 -1.706 0.396 0.104 0.466
H -2.659 0.045 -2.549 0.284 0.036 -0.032
H -2.469 1.455 -1.457 -0.314 0.033 -0.275
H -3.445 0.028 -1.004 0.012 0.225 0.166
H -1.124 0.481 0.018 0.020 -0.768 0.616
H -2.505 -1.764 -0.111 0.281 -0.207 0.706
H -0.730 -2.152 0.093 -0.056 0.266 0.382
H -1.127 -4.223 -0.686 -0.333 0.009 0.244
H -1.302 -4.228 -2.445 -0.130 -0.603 0.291
H -2.780 -4.163 -1.523 -0.056 0.214 0.599
H -0.199 -0.698 -2.447 0.070 0.146 -0.091
H 0.670 -0.290 -1.133 0.233 -0.084 -0.356
C -0.935 -1.869 3.063 0.665 1.288 -1.279
C -1.489 -0.433 2.868 0.417 -1.104 -0.344
C -2.418 -0.002 3.983 -0.133 -0.581 0.717
O -3.648 -0.606 3.685 -0.404 -0.208 -0.861
C -4.813 -0.208 4.382 0.690 1.291 0.012
N -0.401 0.536 2.665 0.519 0.313 0.854
H -0.066 -1.900 2.392 0.155 -0.286 0.152
H -1.616 -2.591 2.623 -0.240 -0.203 0.696
H -0.558 -2.063 4.062 -0.388 -0.204 0.118
H -2.048 -0.465 1.927 -0.481 0.007 0.256
H -2.381 1.090 4.105 -0.669 0.079 -0.220
H -2.121 -0.429 4.950 0.529 0.257 0.004
H -4.705 -0.325 5.463 -0.167 -0.361 -0.002
H -5.667 -0.726 3.959 0.105 -0.295 0.174
H -4.952 0.865 4.198 -0.235 0.005 0.106
H 0.156 0.283 1.859 -0.331 -0.021 -0.269
H -0.833 1.444 2.526 0.261 0.078 -0.205
```
Forces are in eV/Å.

=====

No. 2
Below is C20H41IrN3O6P2S as an isolated structure in a non-equilibrium geometry, with properties calculated with ωB97M-V/def2-TZVPD.

- charge = +3
- LUMO level (spin up / spin down) (eV) = -10.57 / -10.57

Structure (XYZ):
```
74
Properties=species:S:1:pos:R:3:forces:R:3
Ir -0.161 -0.586 -0.562 1.348 0.302 -1.138
C -0.076 3.610 -3.770 0.136 -0.199 0.145
C -0.480 4.279 -2.479 -0.232 0.194 -0.243
C -1.933 4.095 -2.109 0.098 -0.150 0.220
O 0.414 3.810 -1.367 -0.234 0.037 -0.457
P 0.421 2.509 -0.566 0.373 0.153 -0.294
O -0.048 1.281 -1.370 -0.276 0.493 0.559
C -0.616 2.682 0.871 -0.142 0.061 0.020
P -0.766 1.148 1.755 -0.020 -0.293 0.299
O -1.412 0.084 0.814 -0.001 0.121 0.313
O 0.633 0.550 2.079 0.125 -0.088 -0.088
C 1.446 0.814 3.321 0.208 0.099 0.323
C 1.806 2.275 3.437 -0.123 0.032 -0.154
C 2.634 -0.107 3.250 0.021 -0.043 -0.183
O -1.560 1.487 3.008 -0.491 -0.208 0.029
C -2.570 0.712 3.826 -0.304 -0.091 0.329
C -1.923 -0.512 4.423 0.241 0.044 -0.149
C -3.800 0.438 2.999 0.141 0.059 -0.251
O 1.840 2.353 0.029 -0.035 -0.289 0.042
C 3.088 1.902 -0.635 0.349 0.069 -0.089
C 3.076 0.399 -0.821 -0.162 0.001 0.017
C 3.346 2.662 -1.915 -0.158 0.094 0.035
H -0.668 4.029 -4.583 0.005 0.018 0.002
H -0.257 2.534 -3.727 -0.038 0.021 -0.030
H 0.976 3.787 -3.989 -0.021 0.032 -0.024
H -0.248 5.339 -2.531 0.120 0.027 0.145
H -2.178 3.036 -1.980 -0.028 0.017 -0.070
H -2.557 4.484 -2.912 0.007 0.013 -0.001
H -2.185 4.641 -1.199 -0.012 0.022 -0.034
H -1.629 2.931 0.539 0.057 0.091 -0.031
H -0.245 3.493 1.501 0.015 -0.079 0.075
H 0.806 0.530 4.154 -0.148 -0.102 -0.118
H 2.322 2.631 2.546 0.050 -0.021 0.023
H 2.471 2.398 4.293 -0.005 0.008 -0.001
H 0.928 2.897 3.622 0.017 0.001 0.011
H 3.362 0.240 2.515 -0.017 -0.015 0.003
H 2.324 -1.123 3.003 0.019 -0.002 0.040
H 3.124 -0.132 4.223 0.003 0.024 -0.007
H -2.813 1.427 4.607 0.119 0.116 -0.019
H -1.524 -1.167 3.643 -0.067 -0.037 0.018
H -2.671 -1.068 4.986 -0.018 0.004 -0.001
H -1.123 -0.246 5.113 -0.007 -0.007 0.004
H -3.586 -0.250 2.179 -0.015 -0.027 0.036
H -4.215 1.360 2.592 -0.020 -0.016 0.033
H -4.552 -0.018 3.642 -0.004 0.031 0.013
H 3.847 2.160 0.101 -0.066 0.068 0.076
H 2.385 0.117 -1.621 0.001 -0.022 -0.022
H 2.820 -0.112 0.111 0.013 -0.003 -0.026
H 4.070 0.070 -1.126 0.006 0.011 0.038
H 2.627 2.389 -2.691 0.035 -0.015 -0.002
H 4.346 2.421 -2.272 -0.007 -0.022 -0.015
H 3.297 3.737 -1.747 0.022 -0.010 -0.010
C -3.147 -3.526 -1.354 -0.009 0.018 -0.111
N -2.208 -3.476 -2.485 -0.115 0.007 0.155
C -1.946 -4.524 -3.330 0.013 0.001 -0.045
C -1.097 -4.070 -4.291 -0.063 -0.035 0.018
N -0.858 -2.758 -3.998 0.110 0.025 -0.036
C -1.535 -2.391 -2.897 -0.071 -0.318 0.127
S -1.619 -0.776 -2.273 0.003 -0.065 -0.006
H -3.153 -4.535 -0.952 0.029 -0.010 -0.002
H -4.146 -3.268 -1.698 -0.003 0.002 -0.034
H -2.834 -2.819 -0.592 0.045 0.005 0.011
H -2.390 -5.497 -3.199 -0.013 0.025 0.018
H -0.673 -4.570 -5.145 0.012 0.030 -0.001
H -0.282 -2.130 -4.541 -0.020 0.023 -0.005
C 1.977 -5.610 -0.600 -0.027 0.053 0.012
C 1.257 -4.864 0.539 0.041 0.048 -0.102
C 0.787 -3.542 0.132 0.287 -0.158 -0.078
N 0.465 -2.495 -0.217 -1.044 -0.281 0.653
H 2.405 -6.520 -0.186 -0.012 -0.012 -0.019
H 2.784 -5.012 -1.018 0.009 -0.010 0.017
H 1.284 -5.886 -1.392 -0.003 0.018 -0.008
H 1.925 -4.721 1.391 -0.015 0.075 0.023
H 0.392 -5.427 0.897 -0.033 0.033 0.022
```
Forces are in eV/Å.

=====

No. 3
Below is a 2-piece molecular cluster, C5H10N2O overall in a non-equilibrium geometry, with properties calculated with ωB97M-V/def2-TZVPD.

- charge = 0
- LUMO level (eV) = 0.72

Structure (XYZ):
```
18
Properties=species:S:1:pos:R:3:forces:R:3
C 0.110 -0.707 -2.610 0.554 1.079 -1.052
C 0.628 -1.353 -1.334 -0.046 1.621 0.879
C 0.138 -0.634 -0.091 -0.288 -0.628 -0.070
C 0.459 0.532 0.535 0.535 -0.323 0.241
N -0.143 0.604 1.777 -0.108 0.406 -0.432
C -0.883 -0.462 1.868 -0.135 0.083 0.023
N -0.736 -1.260 0.776 -0.192 0.159 -0.043
H -0.767 -0.069 -2.475 -0.321 -0.612 0.151
H -0.002 -1.369 -3.465 -0.375 -0.363 0.233
H 0.816 0.031 -3.017 0.232 -0.138 0.392
H 0.350 -2.385 -1.238 -0.010 -0.567 -0.101
H 1.711 -1.244 -1.245 0.029 -0.489 -0.448
H 1.171 1.274 0.215 0.017 0.063 -0.034
H -1.553 -0.663 2.688 0.031 -0.230 -0.043
H -1.324 -2.035 0.521 0.120 -0.126 0.171
O 0.106 3.597 2.210 0.068 -0.002 -0.355
H 0.073 2.732 1.766 -0.124 0.214 0.543
H -0.154 3.413 3.117 0.013 -0.149 -0.055
```
Forces are in eV/Å.

=====

No. 4
Below is C21H17Cl2N8O3RhSbSe4 as an isolated structure, with properties calculated with ωB97M-V/def2-TZVPD.

- charge = -1
- multiplicity = 5
- LUMO level (spin up / spin down) (eV) = 1.48 / 0.29

Structure (XYZ):
```
57
Properties=species:S:1:pos:R:3:forces:R:3
Rh -0.107 -0.533 -0.781 -0.049 -0.131 0.059
N -0.277 -0.055 -4.141 -0.093 0.017 -0.043
C -1.427 -0.555 -3.619 0.193 0.069 -0.127
N -2.430 -0.735 -4.478 0.025 -0.047 0.173
C -3.518 -1.316 -3.926 -0.063 0.033 -0.141
N -4.563 -1.514 -4.789 0.009 -0.070 0.028
N -3.663 -1.732 -2.691 0.031 0.017 0.061
C -2.603 -1.502 -1.873 -0.016 -0.025 -0.159
N -1.457 -0.852 -2.321 -0.051 -0.004 0.224
C -2.599 -1.923 -0.538 -0.129 -0.096 0.113
C -3.678 -2.598 0.089 0.032 0.063 -0.212
C -3.600 -2.910 1.413 -0.002 -0.052 0.131
C -2.457 -2.554 2.156 0.016 0.043 -0.042
C -1.430 -1.924 1.498 0.008 -0.087 0.010
N -1.471 -1.641 0.190 0.174 0.252 -0.001
H -0.339 0.304 -5.075 0.014 0.003 0.003
H 0.468 0.235 -3.533 -0.011 -0.037 0.008
H -4.547 -0.972 -5.634 -0.010 0.018 0.004
H -5.452 -1.707 -4.364 -0.010 0.016 -0.004
H -4.540 -2.840 -0.516 -0.016 0.005 0.005
H -4.417 -3.431 1.895 -0.010 -0.001 0.016
H -2.347 -2.786 3.204 -0.040 -0.022 0.025
H -0.526 -1.646 2.020 0.007 0.033 0.029
Cl 0.019 6.921 -1.418 0.017 -0.052 -0.003
C -0.258 5.241 -1.039 -0.063 -0.047 0.044
C -1.355 4.908 -0.207 0.024 0.089 -0.008
C -1.609 3.616 0.113 0.062 -0.177 -0.034
Cl -2.939 3.218 1.141 0.001 0.023 -0.008
C -0.797 2.506 -0.367 -0.061 0.119 0.055
O -1.078 1.337 -0.018 -0.018 0.081 -0.044
C 0.306 2.893 -1.209 0.162 -0.019 -0.133
C 1.222 1.987 -1.807 -0.094 -0.137 0.126
O 1.264 0.737 -1.794 -0.054 0.172 -0.034
C 0.547 4.265 -1.519 -0.047 -0.031 0.052
H -1.991 5.693 0.179 -0.009 0.006 0.002
H 2.015 2.479 -2.389 0.029 -0.040 -0.007
H 1.388 4.518 -2.151 0.016 0.001 -0.012
N 6.148 0.271 2.287 0.033 0.047 -0.022
C 4.986 0.899 2.607 -0.155 -0.076 0.044
O 4.950 1.843 3.369 0.035 0.032 -0.055
C 3.730 0.379 1.947 0.144 -0.005 -0.021
C 3.704 -0.695 1.058 -0.033 0.049 0.157
C 2.503 -1.059 0.494 -0.216 -0.072 0.045
N 1.357 -0.412 0.752 0.090 0.193 -0.408
C 1.372 0.583 1.635 0.009 0.025 0.147
C 2.539 1.009 2.253 -0.118 -0.128 -0.032
H 6.971 0.556 2.788 0.002 -0.016 0.009
H 6.177 -0.578 1.757 -0.009 -0.032 0.043
H 4.581 -1.265 0.787 0.023 0.014 0.011
H 2.428 -1.891 -0.195 0.059 0.073 -0.034
H 0.417 1.050 1.834 0.017 0.026 -0.016
H 2.521 1.819 2.967 0.032 0.006 0.005
Se 3.051 -4.235 5.751 0.106 0.042 0.063
Sb 1.033 -3.445 4.474 0.086 0.019 -0.042
Se 1.563 -3.926 2.066 0.036 -0.174 -0.061
Se 0.993 -1.092 4.845 0.064 0.238 0.029
Se -0.777 -4.944 4.820 -0.176 -0.244 -0.015
```
Forces are in eV/Å.

=====

No. 5
Below is a single CH5PS3 molecule in a non-equilibrium geometry, with properties calculated with ωB97M-V/def2-TZVPD.

- charge = 0
- LUMO level (eV) = -0.46

Structure (XYZ):
```
10
Properties=species:S:1:pos:R:3:forces:R:3
S -1.964 0.963 -0.647 0.257 -0.971 -0.171
P -0.399 0.484 0.757 -0.750 1.984 -1.821
C 0.924 -0.184 -0.307 -0.916 -1.557 0.795
S 2.534 0.125 0.307 0.289 0.180 -0.026
S 0.602 -1.916 -0.661 -0.213 0.672 -0.976
H -2.844 0.372 0.165 -0.382 -0.039 -0.223
H -1.456 0.869 1.656 0.336 -0.300 1.218
H 0.089 1.723 0.435 0.498 1.178 1.130
H 2.947 -0.979 -0.289 0.702 -0.335 -0.012
H -0.434 -1.458 -1.418 0.179 -0.815 0.086
```
Forces are in eV/Å.

=====

No. 6
Below is a single C5H9NO molecule in a non-equilibrium geometry, with properties calculated with ωB97M-V/def2-TZVPD.

- charge = 0
- LUMO level (eV) = 0.25

Structure (XYZ):
```
16
Properties=species:S:1:pos:R:3:forces:R:3
C 0.114 -0.273 -1.430 0.453 0.225 0.346
C -2.532 0.600 0.141 -1.029 0.257 0.361
N -1.871 -0.215 0.929 -0.414 0.040 -0.336
C -0.482 -0.468 1.006 0.581 -0.192 0.034
O -0.090 -1.340 1.744 -0.092 0.447 -0.301
C 0.352 0.313 0.024 -0.082 -0.251 -0.642
C 1.825 0.222 0.398 0.102 -0.035 -0.025
H 0.331 -1.347 -1.460 0.085 0.172 0.171
H 0.844 0.232 -2.054 0.187 -0.068 -0.220
H -0.846 -0.141 -1.948 -0.023 0.218 0.751
H -1.887 1.356 -0.329 0.377 -0.451 0.053
H -2.394 -0.913 1.452 -0.050 0.039 -0.026
H 0.047 1.370 0.051 0.004 -0.339 -0.080
H 2.163 -0.816 0.376 0.016 0.115 -0.015
H 2.006 0.610 1.405 -0.074 -0.067 -0.119
H 2.423 0.812 -0.303 -0.039 -0.112 0.050
```
Forces are in eV/Å.

=====

Here are the calculated ΔE to the lowest compared entry with this formula, charge and spin numbers, same order: 0.0, 0.0, 11.5, 19.4, 107.6, 66.5 (kcal per mole).